C27H40Cl2N3O4Ti | ωB97M-V/def2-TZVPD

Each line ends with the Mulliken charge.
Atoms and positions in Å:
O1 0.85 0.77 -1.89  -0.329
C1 2.08 0.83 -1.39  -0.463
C2 2.98 -0.20 -2.17  0.202
C3 2.38 -1.28 -2.85  -0.045
H1 1.29 -1.41 -2.78  0.328
C4 3.18 -2.08 -3.69  -0.933
H2 2.67 -2.87 -4.28  0.361
C5 4.57 -1.87 -3.80  -0.525
H3 5.17 -2.52 -4.45  0.363
C6 5.15 -0.82 -3.08  -0.674
H4 6.22 -0.63 -3.17  0.364
C7 4.35 0.01 -2.25  -0.109
H5 4.81 0.86 -1.73  0.370
H6 2.61 1.83 -1.42  0.344
C8 2.61 2.07 1.12  -1.720
C9 2.30 0.71 0.46  0.887
H7 3.71 2.07 1.01  0.638
H8 2.25 2.24 2.17  0.083
H9 2.21 2.87 0.48  0.570
C10 2.94 -0.47 0.92  0.325
C11 4.07 -0.41 1.91  -1.778
H10 2.90 -1.35 0.25  0.548
H11 5.08 -0.39 1.44  0.339
H12 4.06 -1.28 2.57  0.340
H13 3.99 0.53 2.49  0.365
Ti1 0.68 0.26 1.50  -0.237
Cl1 1.24 -0.37 3.48  -0.588
C12 -1.69 -0.71 2.78  -0.589
O2 -1.29 0.26 2.06  -0.283
N1 -2.93 -0.78 3.27  0.577
C13 -3.87 0.34 3.19  -0.931
C14 -3.28 -1.84 4.23  -0.915
H14 -1.03 -1.55 3.03  0.655
H15 -3.56 0.98 2.36  0.219
H16 -3.89 0.90 4.15  0.304
H17 -4.88 -0.08 3.00  0.347
H18 -2.73 -2.76 4.01  0.317
H19 -4.36 -2.05 4.16  0.284
H20 -3.05 -1.55 5.27  0.307
H21 -1.62 0.09 -4.99  0.477
H22 -2.80 -1.29 -3.89  0.398
C15 -0.87 0.22 -4.20  -0.903
C16 -2.55 -1.04 -2.86  -0.909
N2 -1.53 0.02 -2.91  0.384
H23 -0.49 1.25 -4.20  0.230
C17 -1.37 0.95 -1.92  -0.348
O3 -1.65 0.80 -0.73  -0.615
H24 -3.43 -0.66 -2.33  0.284
H25 -1.03 1.92 -2.34  0.444
H26 -0.03 -0.48 -4.35  0.232
H27 -2.18 -1.94 -2.34  0.224
H28 -1.53 5.03 2.27  0.334
H29 -1.44 5.93 -0.22  0.331
C18 -0.48 4.76 2.09  -0.931
C19 -0.41 5.52 -0.26  -0.922
N3 -0.27 4.40 0.69  0.272
H30 -0.20 3.93 2.75  0.234
C20 -0.12 3.14 0.27  -0.098
O4 -0.01 2.15 1.06  0.347
H31 -0.21 5.12 -1.27  0.290
H32 -0.02 3.02 -0.82  -0.024
H33 0.14 5.63 2.34  0.338
H34 0.31 6.32 -0.03  0.313
Cl2 0.32 -4.79 0.77  -0.240
C21 -1.14 -3.91 0.57  0.859
C22 -2.34 -4.64 0.59  -0.531
C23 -3.58 -3.99 0.47  -0.794
C24 -3.60 -2.60 0.29  -0.923
C25 -2.38 -1.90 0.25  0.235
C26 -1.12 -2.48 0.42  0.464
C27 0.16 -1.70 0.44  -1.799
H35 -2.30 -5.73 0.71  0.395
H36 -4.52 -4.56 0.52  0.355
H37 -4.54 -2.06 0.17  0.426
H38 -2.43 -0.83 0.03  0.748
H39 0.62 -1.69 -0.56  0.219
H40 0.84 -2.19 1.17  0.881

Summary:
* expectation value of S²: 0.77
* relative energy (zero: lowest compared OMol25 entry of this formula, charge and spin): 4.4 kcal/mol
* Kohn-Sham gap (spin up / spin down): 6.894 / 7.403 eV
* 2S+1: 2
* molar mass: 589.41 g/mol